[1]
The following is a quantum chemistry calculation of a cluster of 5 separate species, C37H57Cl3N3O11S5 in total at a distorted geometry, from the Open Molecules 2025 dataset.

The geometry in XYZ format:
```
116
Properties=species:S:1:pos:R:3:forces:R:3
C -3.876 -2.503 1.457 0.2 0.9 0.1
C -3.381 -2.871 0.050 -1.1 -1.1 0.8
O -3.817 -3.871 -0.461 0.6 0.8 -0.4
O -2.457 -2.060 -0.595 -0.3 0.3 0.4
C -3.053 -1.415 -1.734 -0.3 0.2 -0.6
C -1.979 -0.661 -2.552 0.5 -0.6 1.3
C -1.438 0.538 -1.703 -0.5 0.0 0.3
C -1.723 1.938 -2.320 -0.7 -0.7 0.3
N -0.642 2.928 -2.164 1.4 1.6 -0.9
C -0.292 3.905 -3.114 0.1 0.9 -1.1
C -0.885 4.201 -4.485 0.5 -0.5 0.2
C -1.034 2.963 -5.429 -1.8 1.0 -0.3
C -1.047 3.515 -6.878 1.0 0.4 -0.7
O -0.003 3.804 -7.427 -0.2 -0.5 0.5
N -2.268 3.729 -7.568 0.5 0.8 0.7
C -3.105 4.743 -6.949 -1.6 -0.1 0.6
C -4.449 4.412 -6.712 -0.1 0.1 0.2
C -5.335 5.321 -6.120 0.0 0.3 0.1
C -4.914 6.610 -5.749 0.6 -1.0 -0.5
C -3.574 6.939 -6.018 -0.4 0.5 0.4
C -2.683 6.035 -6.602 0.2 -0.1 -0.1
C 0.729 4.667 -2.606 0.1 0.0 -0.2
Cl 1.549 5.998 -3.339 -0.4 -0.9 0.7
N 1.027 4.179 -1.333 -0.7 -0.4 -1.0
C 1.968 4.619 -0.362 1.1 0.5 0.8
Cl 3.468 3.736 -0.120 -1.0 0.0 -0.7
C 1.708 5.691 0.393 -0.3 0.6 0.3
C 0.436 6.517 0.276 -0.3 0.0 0.2
Cl 2.845 6.206 1.620 -0.7 -0.3 -0.8
C 0.176 3.154 -1.138 -0.8 -1.2 2.6
S 0.247 2.312 0.432 0.3 -0.2 0.0
H -3.378 -3.107 2.239 0.0 0.4 -0.4
H -4.952 -2.714 1.579 0.5 -0.2 -0.5
H -3.753 -1.429 1.683 0.3 -0.5 -0.1
H -3.558 -2.193 -2.332 0.1 0.5 0.1
H -3.776 -0.669 -1.332 0.0 -0.5 -0.4
H -1.141 -1.380 -2.643 -0.4 0.3 -0.4
H -2.342 -0.393 -3.555 0.0 0.0 0.4
H -1.973 0.502 -0.735 0.4 0.0 -0.4
H -0.380 0.371 -1.447 -0.4 0.3 -0.4
H -2.624 2.392 -1.864 0.4 -0.2 -0.2
H -1.964 1.792 -3.384 0.5 0.5 0.4
H -1.827 4.766 -4.383 0.2 -0.4 -0.1
H -0.175 4.890 -4.980 -0.3 -0.3 0.4
H -0.238 2.219 -5.291 -0.2 0.3 -0.2
H -2.048 2.547 -5.266 0.7 -0.2 0.0
H -2.028 4.089 -8.493 0.2 -0.4 0.1
H -4.829 3.425 -6.991 0.3 0.3 0.0
H -6.371 5.014 -5.940 0.4 0.1 -0.1
H -5.605 7.304 -5.266 0.3 -0.2 -0.2
H -3.246 7.951 -5.746 0.1 -0.5 -0.2
H -1.650 6.350 -6.793 -0.4 -0.2 0.0
H 0.402 7.137 -0.636 0.3 -0.3 0.3
H 0.322 7.190 1.140 0.2 -0.3 -0.4
H -0.468 5.878 0.262 0.5 0.1 0.0
H -0.959 2.519 1.029 0.1 0.3 -0.8
C 5.783 -0.491 -0.794 0.0 0.1 0.0
C 5.990 0.909 -1.386 0.0 -0.1 -0.1
C 7.247 1.501 -0.739 -0.4 0.2 -0.2
S 8.286 0.107 -0.299 -0.3 0.0 -0.3
O 8.393 0.048 1.137 0.3 0.0 0.0
O 9.447 0.090 -1.152 0.2 0.0 0.3
C 7.150 -1.166 -0.836 -0.4 -0.2 -0.1
H 5.038 -1.061 -1.350 0.0 0.0 0.0
H 5.440 -0.407 0.241 0.0 0.0 0.0
H 6.135 0.828 -2.467 0.0 0.0 0.0
H 5.126 1.552 -1.219 0.0 0.0 0.0
H 7.789 2.149 -1.423 0.1 0.0 0.2
H 7.011 2.044 0.174 0.2 0.0 0.0
H 7.225 -2.030 -0.179 0.2 0.1 0.0
H 7.420 -1.444 -1.855 0.1 0.0 0.0
C -4.474 -8.110 2.611 0.0 0.1 -0.1
C -3.168 -7.534 2.049 0.0 -0.1 0.1
C -3.342 -6.015 1.951 0.3 -0.2 -0.3
S -4.526 -5.565 3.224 0.1 -0.6 0.1
O -5.718 -5.063 2.587 0.1 0.3 0.2
O -3.848 -4.826 4.266 -0.2 0.3 -0.1
C -4.842 -7.226 3.796 -0.1 -0.3 0.0
H -4.361 -9.151 2.909 0.0 0.0 0.0
H -5.257 -8.059 1.850 0.0 0.0 0.1
H -2.345 -7.768 2.729 0.0 0.0 0.0
H -2.921 -7.964 1.078 0.0 0.0 0.0
H -2.406 -5.488 2.129 -0.1 0.1 0.0
H -3.756 -5.720 0.989 -0.1 0.1 0.1
H -5.883 -7.323 4.098 0.1 0.1 0.0
H -4.185 -7.416 4.647 0.0 0.1 0.0
C -8.165 -8.011 8.693 0.1 0.0 0.0
C -7.543 -6.610 8.667 -0.1 0.0 0.1
C -7.085 -6.337 7.230 0.2 0.2 0.4
S -8.163 -7.305 6.169 -0.3 0.1 0.4
O -7.372 -8.321 5.513 -0.1 0.1 -0.2
O -9.030 -6.419 5.437 0.1 -0.2 -0.3
C -9.095 -8.076 7.485 0.0 -0.2 0.4
H -8.704 -8.198 9.622 0.0 0.0 0.0
H -7.380 -8.766 8.601 -0.1 0.0 0.0
H -8.295 -5.873 8.960 0.0 0.0 0.0
H -6.712 -6.524 9.367 0.0 0.0 0.0
H -7.176 -5.285 6.968 0.0 -0.1 -0.2
H -6.062 -6.673 7.065 -0.1 0.0 -0.1
H -9.363 -9.091 7.202 0.0 0.1 -0.2
H -9.993 -7.481 7.648 0.0 0.0 -0.1
C 12.613 2.548 0.736 0.0 0.2 0.1
C 12.266 3.141 2.107 0.0 -0.1 0.0
C 11.368 4.360 1.867 0.2 0.0 0.4
S 10.504 4.048 0.325 0.2 -0.4 0.1
O 10.934 5.021 -0.649 -0.3 0.1 0.0
O 9.104 3.812 0.599 -0.1 0.2 -0.2
C 11.299 2.490 -0.034 0.3 -0.2 0.0
H 13.068 1.563 0.825 0.0 0.0 0.0
H 13.321 3.202 0.219 0.0 0.0 0.0
H 11.726 2.397 2.697 0.0 0.0 0.0
H 13.160 3.416 2.666 0.0 0.0 0.0
H 10.641 4.491 2.665 -0.1 0.1 -0.1
H 11.953 5.271 1.745 -0.1 0.0 -0.1
H 11.434 2.383 -1.108 -0.2 0.1 0.0
H 10.657 1.697 0.344 0.0 0.0 0.0
```
Positions in Å, forces in eV/Å.

Its multiplicity is 1. Its total charge is +1. The calculation puts the energy above the lowest of the compared OMol25 structures with the same formula, charge and spin at 140.5 kJ/mol.



[2]
The following is a quantum chemistry calculation of a cluster of 6 separate species, C37H58B3N3O19S in total at a distorted geometry, from the Open Molecules 2025 dataset.

The geometry in XYZ format:
```
121
Properties=species:S:1:pos:R:3:forces:R:3
B 4.282 0.863 3.416 0.7 0.9 -1.2
O 5.016 2.170 3.516 -4.1 -1.2 -2.7
B 4.332 3.002 2.470 1.7 -0.3 -0.2
C 3.319 4.260 2.779 -0.4 0.1 -0.8
C 1.773 3.662 2.556 0.2 -0.5 -0.1
C 0.615 4.670 3.145 -0.6 -0.4 0.2
C -0.904 4.338 2.530 0.2 -0.1 0.3
C -0.933 4.466 0.879 0.1 -0.1 0.7
C -2.424 4.789 0.261 0.2 0.3 0.3
C -3.472 3.536 0.459 -0.9 0.4 1.2
C -4.581 3.382 -0.752 0.9 0.7 -0.8
C -4.643 1.893 -1.434 -0.9 0.2 -0.8
C -5.603 0.812 -0.661 0.0 -0.9 0.7
C -5.806 1.109 0.939 0.5 0.0 0.1
C -6.739 -0.009 1.694 1.0 1.5 1.0
N -6.229 -1.438 1.542 -1.4 -1.0 -0.9
C -4.795 -1.930 1.698 -4.3 -5.2 -1.4
C -4.972 -3.547 1.454 -3.3 3.2 -0.2
C -6.578 -3.861 1.142 1.2 4.9 0.8
C -7.361 -2.421 1.194 6.2 -3.7 0.6
O 4.594 2.576 1.060 -2.3 -2.4 3.3
B 4.046 1.205 0.997 -0.3 -0.5 -1.0
C 3.601 0.628 -0.515 0.0 1.0 0.2
C 4.985 0.434 -1.374 -0.3 0.6 -0.9
C 4.957 -0.783 -2.473 1.1 0.0 0.6
C 4.580 -2.259 -1.868 -1.3 0.0 -2.1
S 5.311 -2.643 -0.187 -2.7 0.0 0.5
C 3.824 -2.708 0.978 -0.9 0.1 3.2
N 4.006 -2.750 2.501 -3.9 0.2 -6.5
N 2.702 -2.745 2.980 -2.9 0.1 -5.4
C 1.697 -2.707 1.842 4.8 0.0 2.2
O 2.418 -2.689 0.544 2.6 -0.1 5.0
O 3.814 0.296 2.136 1.7 4.2 0.7
H 4.024 0.285 4.434 0.2 0.1 -0.4
H 3.465 4.731 3.845 -0.4 -0.9 -2.1
H 3.464 5.074 1.921 -0.2 -1.6 2.0
H 1.648 3.421 1.394 0.2 0.8 2.5
H 1.695 2.596 3.089 0.0 2.3 -1.0
H 0.531 4.469 4.318 0.4 0.7 -2.5
H 0.901 5.810 2.954 -0.6 -2.5 0.4
H -1.185 3.245 2.897 0.5 2.2 -0.9
H -1.717 5.049 3.035 1.9 -1.3 -1.2
H -0.496 3.437 0.474 -1.0 2.3 0.5
H -0.181 5.348 0.618 -1.5 -1.8 0.3
H -2.341 5.091 -0.869 -0.2 -0.8 2.5
H -2.826 5.758 0.830 0.7 -2.1 -1.1
H -2.932 2.505 0.710 -1.0 2.2 -0.8
H -4.102 3.792 1.440 1.4 -0.7 -1.9
H -4.221 4.127 -1.612 -0.8 -1.6 1.8
H -5.643 3.806 -0.416 2.2 -1.2 -0.7
H -5.115 2.043 -2.520 1.1 -0.4 2.3
H -3.569 1.431 -1.625 -2.1 1.2 0.7
H -5.100 -0.264 -0.741 -1.1 2.3 0.1
H -6.683 0.695 -1.126 2.2 0.5 0.7
H -6.260 2.189 1.141 0.8 -2.4 -0.5
H -4.743 1.110 1.451 -2.1 0.0 -0.9
H -6.686 0.242 2.860 -0.3 -0.4 -2.5
H -7.852 0.126 1.330 2.3 -0.8 0.7
H -3.809 -1.332 1.929 -2.7 -1.0 -0.5
H -4.145 -4.391 1.500 -1.9 2.2 -0.1
H -7.114 -4.890 0.934 1.5 2.4 0.5
H -8.509 -2.198 1.009 3.1 -0.1 0.6
H 2.929 -0.328 -0.448 1.4 1.8 -0.1
H 2.964 1.511 -1.004 1.2 -2.0 0.8
H 5.136 1.440 -1.997 -0.1 -2.2 1.4
H 5.906 0.334 -0.657 -1.7 0.0 -1.4
H 4.217 -0.550 -3.351 1.4 -0.4 1.6
H 6.064 -0.876 -2.908 -2.6 0.4 0.9
H 4.991 -3.055 -2.656 -0.8 1.6 2.0
H 3.395 -2.402 -1.895 2.7 0.3 0.5
H 0.529 -2.664 1.903 2.8 -0.1 -0.3
O 5.068 -0.819 -6.520 2.0 -1.3 0.7
C 6.027 -1.510 -6.219 -1.7 1.2 -0.7
O 6.665 -1.461 -5.013 -0.5 0.2 -1.1
C 7.561 -2.556 -4.978 0.6 -0.5 0.9
C 7.803 -2.848 -6.423 0.9 -0.6 -0.4
O 6.602 -2.432 -7.045 -0.8 0.8 0.5
H 8.480 -2.288 -4.448 -0.3 0.1 0.0
H 7.080 -3.390 -4.457 0.0 0.1 -0.1
H 8.635 -2.266 -6.835 -0.1 0.0 0.0
H 7.987 -3.910 -6.608 -0.2 0.2 -0.1
O -1.401 4.363 -2.401 2.7 0.4 -1.0
C -0.230 4.642 -2.596 -2.1 -0.5 0.3
O 0.764 3.723 -2.771 -1.0 0.5 0.3
C 1.913 4.435 -3.191 1.0 -0.4 -0.5
C 1.669 5.815 -2.674 0.8 0.8 0.1
O 0.257 5.915 -2.666 -0.7 -0.9 0.0
H 2.819 3.988 -2.773 -0.2 -0.1 0.0
H 1.970 4.401 -4.284 0.0 0.0 0.1
H 2.039 5.951 -1.652 0.0 0.0 -0.1
H 2.108 6.584 -3.316 -0.2 -0.1 0.1
O 4.879 5.646 -7.008 -0.4 -2.7 -0.1
C 4.704 4.440 -7.062 0.4 2.5 -0.1
O 5.060 3.656 -8.121 -0.3 0.9 0.7
C 4.901 2.311 -7.709 0.4 -1.0 -0.5
C 3.901 2.407 -6.603 -0.6 -1.0 0.5
O 4.125 3.700 -6.072 0.5 0.8 -0.5
H 4.548 1.691 -8.537 0.1 0.2 0.1
H 5.869 1.931 -7.365 -0.1 0.0 0.0
H 2.869 2.348 -6.966 0.1 0.0 0.0
H 4.052 1.642 -5.837 0.0 0.2 -0.1
O -5.440 -5.253 4.452 2.2 1.5 0.8
C -4.478 -4.610 4.836 -1.9 -1.0 -0.9
O -4.235 -3.309 4.502 -0.3 -1.1 0.3
C -3.166 -2.867 5.317 0.3 1.0 0.2
C -2.466 -4.136 5.682 1.1 -0.1 0.4
O -3.502 -5.099 5.656 -0.8 0.1 -0.5
H -2.519 -2.177 4.769 -0.2 -0.1 0.0
H -3.578 -2.351 6.191 0.0 0.0 -0.1
H -1.702 -4.418 4.949 -0.1 0.0 0.1
H -2.006 -4.087 6.673 -0.2 -0.2 -0.1
O -5.106 -11.123 6.320 -0.6 2.1 -1.6
C -5.379 -10.169 5.610 0.4 -1.8 1.5
O -6.106 -9.087 6.017 0.4 -1.2 -0.1
C -6.007 -8.117 4.991 -0.2 1.2 0.1
C -5.690 -8.930 3.778 -0.1 0.4 -1.1
O -4.997 -10.044 4.306 0.0 -0.3 0.9
H -6.945 -7.564 4.889 0.2 -0.1 0.2
H -5.206 -7.415 5.245 -0.2 -0.2 -0.1
H -6.591 -9.283 3.265 0.1 0.0 0.0
H -5.065 -8.386 3.065 0.0 -0.2 0.1
```
Positions in Å, forces in eV/Å.

Its multiplicity is 1. Its SMILES is B1OB(CCCCCCCCCCCCn2cccc2)OB(CCCCSc2nnco2)O1.O=C1OCCO1.O=C1OCCO1.O=C1OCCO1.O=C1OCCO1.O=C1OCCO1. Its total charge is 0. The calculation puts the energy above the lowest of the compared OMol25 structures with the same formula, charge and spin at 1766.1 kJ/mol.



[3]
The following is a quantum chemistry calculation of a structure of composition C37H58BBr2NO19PS at a distorted geometry, from the Open Molecules 2025 dataset.

The geometry in XYZ format:
```
120
Properties=species:S:1:pos:R:3:forces:R:3
C 5.298 -1.908 0.391 0.7 -1.1 0.7
C 3.994 -2.578 0.998 -0.6 1.0 -0.4
B 2.721 -1.577 1.094 0.1 -2.0 0.8
O 1.754 -1.963 2.050 0.7 1.4 -2.0
C 2.580 -0.253 0.173 -0.4 2.7 -0.5
C 2.574 1.023 0.936 -0.3 -1.9 -3.8
P 2.696 1.219 2.796 0.3 1.4 1.6
C 1.133 0.521 3.632 0.1 0.2 -0.9
O 3.981 0.270 3.425 -1.7 0.3 -0.7
C 2.464 2.247 0.110 0.2 -1.9 -1.1
C 2.406 2.177 -1.365 -0.4 -1.0 3.6
S 2.337 3.851 -2.095 3.0 4.5 -3.1
C 1.570 5.070 -0.915 -1.1 -1.6 1.4
O 1.645 4.035 -3.364 -0.9 -1.6 1.6
O 3.728 4.321 -2.241 -1.6 -1.4 1.5
N 2.440 0.936 -2.057 0.0 0.0 1.9
C 2.442 0.914 -3.537 -0.3 -0.4 -2.5
Br 3.989 1.914 -4.328 0.0 -0.7 1.5
C 1.017 1.237 -4.241 0.7 -1.0 -1.0
C 0.344 -0.137 -4.737 0.4 0.4 0.5
Br 1.486 2.136 -5.976 -1.4 0.1 0.6
C 2.489 -0.260 -1.324 0.5 0.4 1.9
C 2.470 -1.679 -1.925 0.5 -0.8 -0.1
C 1.171 -2.531 -1.594 -0.6 0.1 -0.1
C -0.201 -1.763 -1.581 -1.7 -0.7 0.4
C -0.544 -0.980 -0.252 0.0 0.4 -0.2
C -1.335 -2.888 -1.709 0.7 0.1 -0.8
C -2.781 -2.294 -1.910 -2.1 -2.2 1.1
C -3.538 -2.503 -0.514 -0.2 1.0 0.6
C -4.501 -1.617 0.006 -0.3 -0.2 -0.5
C -4.217 -0.704 1.253 -0.5 -1.7 1.0
C -5.928 -1.618 -0.715 1.7 0.5 -0.4
H 5.639 -2.488 -0.516 -0.3 1.0 0.8
H 6.128 -2.052 1.147 -0.8 0.3 -0.9
H 5.235 -0.803 0.216 -0.1 -1.0 -0.1
H 4.152 -2.980 2.034 0.0 0.2 -1.0
H 3.640 -3.432 0.338 0.5 0.7 0.9
H 0.957 -1.413 1.922 0.2 -0.4 0.4
H 1.268 -0.539 3.971 -0.2 0.9 -0.4
H 0.867 1.204 4.485 0.4 -0.7 -0.9
H 0.318 0.629 2.849 0.6 -0.4 1.1
H 3.751 0.219 4.377 0.4 -0.2 -0.6
H 2.474 3.218 0.670 0.0 -0.9 -0.9
H 1.064 5.902 -1.465 1.0 -0.9 0.0
H 0.745 4.503 -0.380 0.8 0.8 -0.4
H 2.328 5.403 -0.160 -0.6 -0.3 -1.0
H 2.676 -0.097 -3.972 -0.2 1.0 1.4
H 0.333 1.862 -3.617 0.8 -0.3 -0.7
H 0.578 -0.319 -5.825 -0.4 0.3 1.3
H -0.759 -0.110 -4.562 1.3 -0.1 -0.3
H 0.790 -1.002 -4.176 -0.6 0.7 -0.4
H 3.347 -2.237 -1.468 -0.9 0.9 -0.4
H 2.651 -1.788 -3.021 -0.2 0.7 0.9
H 1.242 -3.114 -0.623 0.2 0.9 -0.9
H 1.096 -3.332 -2.391 0.2 0.9 0.8
H -0.385 -1.064 -2.437 0.6 -0.7 0.6
H 0.036 -0.012 -0.157 -0.4 -1.2 0.1
H -0.384 -1.684 0.608 -0.1 0.8 -0.6
H -1.629 -0.661 -0.189 1.2 -0.6 -0.4
H -1.100 -3.540 -2.599 -0.2 0.7 0.8
H -1.238 -3.563 -0.804 -0.4 0.8 -0.9
H -3.380 -2.892 -2.664 1.2 0.8 0.2
H -2.800 -1.204 -2.165 0.1 -1.0 0.2
H -3.267 -3.393 0.133 1.2 1.8 -0.2
H -4.588 -1.204 2.204 0.3 0.7 -0.8
H -4.716 0.299 1.204 0.2 -1.0 -0.4
H -3.121 -0.530 1.423 -1.3 -0.3 -0.5
H -6.169 -2.697 -0.930 0.2 1.3 0.2
H -5.805 -1.079 -1.695 -0.7 -0.3 0.8
H -6.724 -1.194 -0.052 0.8 -0.1 -0.7
C -5.179 -0.256 -4.914 -0.7 0.1 0.1
C -4.254 0.903 -5.141 -0.2 0.8 -0.2
O -2.975 0.359 -4.813 0.0 -0.6 0.1
C -3.060 -0.990 -4.973 0.0 -0.5 -0.2
O -2.126 -1.734 -4.944 -0.4 0.2 0.0
O -4.342 -1.383 -5.171 0.6 0.2 0.1
H -6.035 -0.246 -5.586 0.1 -0.2 0.0
H -5.539 -0.310 -3.883 0.0 0.0 0.0
H -4.241 1.231 -6.183 0.0 0.0 0.1
H -4.490 1.754 -4.506 0.2 -0.1 0.0
C 9.891 -3.832 1.755 0.5 0.4 0.0
C 9.512 -4.970 2.661 0.4 -0.3 0.5
O 8.135 -5.174 2.354 -0.1 0.3 -0.4
C 7.924 -4.690 1.101 -0.4 -0.1 -0.2
O 6.922 -4.854 0.477 0.2 0.1 0.2
O 9.004 -3.997 0.652 -0.3 -0.3 0.2
H 10.929 -3.884 1.430 -0.1 0.0 -0.2
H 9.710 -2.855 2.211 0.0 0.0 0.0
H 10.064 -5.886 2.436 0.0 0.0 0.0
H 9.643 -4.727 3.715 -0.2 -0.1 0.0
C -1.726 -1.068 6.680 0.0 0.1 0.8
C -1.819 -2.453 6.104 0.1 -0.6 0.4
O -2.315 -2.216 4.788 0.1 0.6 -0.2
C -1.983 -0.944 4.455 0.0 0.0 -0.1
O -2.101 -0.480 3.360 0.3 0.0 0.4
O -1.497 -0.262 5.525 -0.2 -0.2 -0.5
H -0.909 -0.965 7.394 0.0 0.2 -0.2
H -2.655 -0.748 7.156 0.0 0.0 -0.1
H -0.846 -2.944 6.032 0.0 0.0 0.0
H -2.498 -3.094 6.666 -0.1 0.0 -0.2
C -1.939 3.187 4.129 -0.2 -0.2 -0.6
C -2.576 4.152 5.090 -0.4 0.5 -0.1
O -2.143 3.669 6.358 0.4 -0.3 -0.2
C -1.000 2.965 6.155 0.2 -0.1 0.5
O -0.290 2.567 7.024 -0.1 0.0 -0.3
O -0.768 2.773 4.827 -0.1 0.3 0.4
H -1.680 3.652 3.178 0.2 -0.1 0.1
H -2.564 2.311 3.938 0.1 0.0 0.0
H -2.213 5.175 4.959 0.0 -0.1 0.0
H -3.663 4.152 5.024 0.1 0.0 0.2
C -5.027 4.810 -2.041 0.2 0.1 0.6
C -4.998 5.761 -3.204 0.2 0.7 0.0
O -5.363 4.930 -4.301 -0.2 -0.4 0.3
C -6.063 3.879 -3.799 -0.4 -0.1 -0.3
O -6.655 3.087 -4.463 0.3 0.1 0.2
O -6.000 3.850 -2.440 0.0 0.0 -0.4
H -5.319 5.295 -1.110 -0.1 -0.2 0.0
H -4.070 4.301 -1.891 0.0 0.0 0.0
H -5.734 6.563 -3.108 0.0 -0.1 0.0
H -4.014 6.201 -3.360 -0.1 -0.1 -0.2
```
Positions in Å, forces in eV/Å.

Its multiplicity is 1. Its total charge is +1.



Number 1: E_LUMO -0.1251 Eh, frontier orbital gap 8.02 eV. Number 2: E_LUMO -0.0059 Eh, frontier orbital gap 7.65 eV. Number 3: E_LUMO -0.1703 Eh, frontier orbital gap 4.02 eV.